[1]
Molecular formula: C7H12FIO3
Method: DFT, ωB97M-V with the def2-TZVPD basis set

```
24
Properties=species:S:1:pos:R:3:forces:R:3
C -0.56306 -1.53108 0.36186 0.24 -0.64 0.00
C -0.62591 1.79107 0.51244 2.02 0.71 -1.00
C -2.00910 0.62697 -1.04261 -0.72 1.59 -1.90
C -0.88556 -2.57550 -0.40259 -0.85 0.50 1.00
C -0.34065 -3.08289 -1.66087 2.55 -0.57 -0.54
C 3.04961 1.75599 1.09202 0.90 1.94 -1.97
C 0.68811 2.42242 0.53814 2.93 -0.51 -1.73
O -0.97228 1.38921 -0.67544 -0.51 -0.54 0.39
O -1.11630 -1.23841 1.59981 1.51 1.75 -1.90
O 1.71123 1.64848 1.34748 -3.27 -0.65 0.69
F -2.02099 -3.24783 -0.04143 -0.10 -0.39 0.44
I -3.83037 0.68322 0.09739 0.84 -0.05 -0.36
H 0.21489 -0.88055 0.03619 0.56 0.36 0.16
H -1.13529 1.57353 1.36868 -1.76 -0.78 1.85
H -2.15641 0.98672 -2.12096 -0.33 -1.22 1.40
H -0.64512 -4.11106 -1.92850 0.04 0.54 0.54
H 0.79705 -3.03598 -1.70372 -1.30 -0.28 0.42
H -0.59334 -2.45398 -2.46781 -0.77 0.75 -1.16
H 3.38643 2.83871 1.21755 -0.04 -1.15 -0.37
H 3.14893 1.40755 0.05539 0.81 0.48 -0.22
H 3.73542 1.13092 1.66277 -0.74 -0.18 0.63
H 0.75086 3.40113 0.96340 -0.39 0.78 0.32
H 0.95701 2.52761 -0.60513 0.14 -0.28 2.14
H -1.54515 -2.02627 1.79593 -1.76 -2.16 1.16
```
Positions in Å, forces in eV/Å.

- Highest occupied orbital energy (spin up / spin down): -7.86 / -7.90 eV
- HOMO-LUMO gap (spin up / spin down): 0.275 / 0.288 Eh
- E: -896.97408 Ha
- LUMO (spin up / spin down): -0.389 / -0.060 eV

***

[2]
Molecular formula: C7H12FNO4S
Method: DFT, ωB97M-V with the def2-TZVPD basis set

```
26
Properties=species:S:1:pos:R:3:forces:R:3
C 2.84702 1.51913 -1.14742 3.36 -0.06 2.67
C 1.55529 1.29158 -1.17210 1.17 0.35 -4.53
C 0.69089 1.38183 -0.10010 -2.77 -0.37 0.14
C 0.72424 -1.80830 2.12053 -0.97 0.67 0.60
C -1.22194 -2.79004 0.78154 1.47 -1.63 2.27
C -0.65059 1.43234 -0.16312 -1.66 -0.55 -1.10
C 0.09660 -2.00402 0.95221 -0.77 -1.21 0.89
N -1.53301 1.35354 0.96911 3.27 -1.01 -0.71
O -2.88454 1.71033 -1.41941 -1.55 0.21 -0.34
O 1.15835 1.30361 1.10730 2.78 -0.12 3.68
O -0.87028 1.56643 -2.87299 0.51 0.63 -1.37
O -1.71335 -0.43960 -1.79441 0.79 1.73 0.00
F 0.61144 -1.62713 -0.23895 0.48 0.13 0.08
S -1.61215 1.19993 -1.73406 1.36 -0.90 2.78
H 3.49008 1.20847 -1.98485 -0.38 0.72 0.35
H 3.44303 1.83590 -0.14840 -1.41 -0.76 -2.38
H 1.23573 1.17350 -2.24258 -0.44 -0.32 1.50
H 1.60499 -1.21588 2.32358 0.30 -0.10 -0.85
H 2.11915 1.02505 1.23427 -1.90 0.62 -0.97
H 0.23335 -1.97589 3.11182 0.03 -0.45 -1.37
H -1.01568 -3.96850 0.73932 -0.35 2.61 0.19
H -1.77403 -2.54350 1.73988 0.18 -0.61 -1.34
H -1.77048 -2.54305 -0.09746 -0.36 0.51 -0.50
H -1.60335 2.21196 1.41886 0.39 1.89 1.29
H -2.40550 1.24349 0.60219 -3.11 -0.76 -1.00
H -0.75526 -0.54118 -1.98476 -0.42 -1.22 0.01
```
Positions in Å, forces in eV/Å.

- Highest occupied orbital energy (spin up / spin down): -8.41 / -8.41 eV
- SMILES: C=C/C(O)=C(/N)S(=O)(=O)O.C=C(C)F
- HOMO-LUMO gap (spin up / spin down): 0.320 / 0.320 Eh
- E: -1127.55829 Ha
- LUMO (spin up / spin down): 0.307 / 0.307 eV

***

Repeat the first record exactly.
Molecular formula: C7H12FIO3
Method: DFT, ωB97M-V with the def2-TZVPD basis set

```
24
Properties=species:S:1:pos:R:3:forces:R:3
C -0.56306 -1.53108 0.36186 0.24 -0.64 0.00
C -0.62591 1.79107 0.51244 2.02 0.71 -1.00
C -2.00910 0.62697 -1.04261 -0.72 1.59 -1.90
C -0.88556 -2.57550 -0.40259 -0.85 0.50 1.00
C -0.34065 -3.08289 -1.66087 2.55 -0.57 -0.54
C 3.04961 1.75599 1.09202 0.90 1.94 -1.97
C 0.68811 2.42242 0.53814 2.93 -0.51 -1.73
O -0.97228 1.38921 -0.67544 -0.51 -0.54 0.39
O -1.11630 -1.23841 1.59981 1.51 1.75 -1.90
O 1.71123 1.64848 1.34748 -3.27 -0.65 0.69
F -2.02099 -3.24783 -0.04143 -0.10 -0.39 0.44
I -3.83037 0.68322 0.09739 0.84 -0.05 -0.36
H 0.21489 -0.88055 0.03619 0.56 0.36 0.16
H -1.13529 1.57353 1.36868 -1.76 -0.78 1.85
H -2.15641 0.98672 -2.12096 -0.33 -1.22 1.40
H -0.64512 -4.11106 -1.92850 0.04 0.54 0.54
H 0.79705 -3.03598 -1.70372 -1.30 -0.28 0.42
H -0.59334 -2.45398 -2.46781 -0.77 0.75 -1.16
H 3.38643 2.83871 1.21755 -0.04 -1.15 -0.37
H 3.14893 1.40755 0.05539 0.81 0.48 -0.22
H 3.73542 1.13092 1.66277 -0.74 -0.18 0.63
H 0.75086 3.40113 0.96340 -0.39 0.78 0.32
H 0.95701 2.52761 -0.60513 0.14 -0.28 2.14
H -1.54515 -2.02627 1.79593 -1.76 -2.16 1.16
```
Positions in Å, forces in eV/Å.

- Highest occupied orbital energy (spin up / spin down): -7.86 / -7.90 eV
- HOMO-LUMO gap (spin up / spin down): 0.275 / 0.288 Eh
- E: -896.97408 Ha
- LUMO (spin up / spin down): -0.389 / -0.060 eV